Model w:
2 unconnected molecules or ions with the total composition C4H5NO3, computed with ωB97M-V with the def2-TZVPD basis set.

Geometry (Å):
C -0.385 -1.410 -0.156
C -1.124 -0.385 -0.255
C -2.257 0.439 -0.033
C 1.193 0.420 0.212
N 2.140 -0.503 0.068
O -3.334 0.057 0.378
O 0.528 -2.160 -0.119
O -2.057 1.851 -0.283
H 0.477 0.409 0.997
H 1.097 1.183 -0.505
H 2.464 -0.863 -0.851
H -1.119 2.162 -0.259
H 2.375 -1.200 0.805

As for the net charge: 0. As for the LUMO energy (spin up / spin down): -0.5 / -0.5 eV. The calculation puts the HOMO energy (spin up / spin down) at -8.880 / -8.881 eV. As for the spin multiplicity: 1. The calculation puts the frontier orbital gap (spin up / spin down) at 8.38 / 8.38 eV.

=====

Model x:
C4H5NO3 in the gas phase, computed with ωB97M-V with the def2-TZVPD basis set.

Geometry (Å):
C -0.929 0.713 -0.129
C 1.072 0.393 1.039
C 1.932 -0.166 -0.046
C 2.710 -0.703 -0.851
H -2.085 -1.746 -0.196
H -2.827 0.541 -1.095
H 1.339 -0.064 2.005
H 0.992 1.439 1.000
H 3.208 -1.216 -1.695
N -2.029 0.003 -0.563
O -2.572 -1.058 0.146
O -0.528 1.842 -0.510
O -0.281 0.021 0.895

As for the net charge: 0. As for the LUMO energy: 0.7 eV. The calculation puts the HOMO energy at -10.216 eV. As for the SMILES: C#CCOC(=O)NO. As for the spin multiplicity: 1. The calculation puts the frontier orbital gap at 10.95 eV.

=====

Model y:
2 unconnected molecules or ions with the total composition C4H5NO3, computed with ωB97M-V with the def2-TZVPD basis set.

Geometry (Å):
C 0.640 1.478 0.082
C -0.163 0.263 0.115
C 0.741 -1.105 0.012
C -1.399 -1.033 -1.077
H 0.853 2.003 2.550
H -1.000 0.338 0.891
H 0.139 -1.899 0.369
H 2.045 -1.110 0.130
H -2.027 -0.196 -1.177
N -0.046 -0.512 -1.175
O 0.779 2.302 1.145
O 1.233 1.714 -0.977
O -1.797 -2.242 -0.887

As for the net charge: 0. As for the LUMO energy: -1.6 eV. The calculation puts the HOMO energy at -10.465 eV. As for the spin multiplicity: 1. The calculation puts the frontier orbital gap at 8.89 eV.

=====

Model z:
C4H5NO3 in the gas phase, computed with ωB97M-V with the def2-TZVPD basis set.

Geometry (Å):
C 0.964 0.332 -0.357
C 0.287 -1.135 -0.206
C -1.441 0.341 0.133
C -0.108 1.272 -0.313
H 1.096 1.035 1.508
H 1.267 0.312 -1.454
H 0.963 -1.427 0.767
H 0.484 -1.890 -1.183
H -1.549 -1.923 0.033
N -1.021 -0.930 0.128
O 1.826 0.655 0.774
O -2.520 0.784 0.412
O -0.249 2.572 -0.241

As for the net charge: 0. As for the LUMO energy: -0.7 eV. The calculation puts the HOMO energy at -9.656 eV. As for the SMILES: O=C1NC[C@H](O)C1=O. As for the spin multiplicity: 1. The calculation puts the frontier orbital gap at 9.00 eV.

=====

Most stable one: model z, least stable one: model y.

=====

Model w:
A molecular structure, C4H5NO3, computed with ωB97M-V with the def2-TZVPD basis set.

Geometry (Å):
C 0.516 -0.147 -1.392
C -0.679 0.352 -0.508
C -0.406 1.420 0.566
C 0.326 -0.711 1.502
H -0.689 -1.813 -1.975
H -1.563 0.184 -0.999
H -1.086 2.386 0.792
H 0.972 1.403 0.534
H 0.150 -0.539 2.859
N -0.606 0.009 0.850
O 0.296 -1.263 -2.223
O 1.625 0.384 -0.971
O 1.143 -1.665 0.965

As for the net charge: 0. As for the LUMO energy: 0.0 eV. The calculation puts the HOMO energy at -9.847 eV. As for the spin multiplicity: 1. The calculation puts the frontier orbital gap at 9.81 eV.

=====

Model x:
C4H5NO3 in the gas phase, computed with ωB97M-V with the def2-TZVPD basis set.

Geometry (Å):
C -0.775 -0.364 -0.945
C -1.120 0.474 0.231
N 0.790 -0.021 -1.080
C 1.191 -0.527 1.079
C 0.324 0.746 0.953
O 1.538 -0.866 -0.198
O 1.706 -0.992 2.042
O 0.486 1.706 1.660
H 1.234 -0.171 -1.987
H -1.244 -0.061 -1.888
H -0.859 -1.444 -0.754
H -1.829 0.056 0.959
H -1.442 1.466 -0.072

As for the net charge: 0. As for the LUMO energy: 0.3 eV. The calculation puts the HOMO energy at -9.661 eV. As for the SMILES: O=C1CCNOC1=O. As for the spin multiplicity: 1. The calculation puts the frontier orbital gap at 9.93 eV.

=====

Model y:
C4H5NO3 in the gas phase, computed with ωB97M-V with the def2-TZVPD basis set.

Geometry (Å):
C -1.453 -0.371 -0.010
C -0.435 0.815 -0.372
C 0.656 1.236 0.728
C 1.077 -0.970 -0.724
H -0.169 -1.069 0.979
H -0.880 1.436 -1.123
H 1.051 2.183 0.468
H 0.508 0.949 1.807
H 0.984 -1.223 -1.796
N 0.921 0.460 -0.493
O -1.041 -1.154 0.816
O -2.523 -0.471 -0.437
O 1.304 -1.821 0.157

As for the net charge: 0. As for the LUMO energy: 0.4 eV. The calculation puts the HOMO energy at -10.266 eV. As for the SMILES: O=CN1C[C@@H]1C(=O)O. As for the spin multiplicity: 1. The calculation puts the frontier orbital gap at 10.66 eV.

=====

Model z:
2 unconnected molecules or ions with the total composition C4H5NO3, computed with ωB97M-V with the def2-TZVPD basis set.

Geometry (Å):
C 0.977 -0.849 0.510
C -0.443 -0.150 0.163
C -0.088 1.142 -0.549
C -1.497 -0.711 -0.581
H 1.822 -0.599 -1.074
H 0.756 -1.806 1.232
H 1.673 -0.210 1.142
H -1.426 1.896 1.118
H -0.897 1.897 -0.634
N -2.588 -0.853 -1.116
O 1.571 -1.387 -0.622
O -0.893 0.297 1.440
O 1.032 1.333 -1.029

As for the net charge: 0. As for the LUMO energy: -2.3 eV. The calculation puts the HOMO energy at -10.899 eV. As for the spin multiplicity: 1. The calculation puts the frontier orbital gap at 8.62 eV.

=====

Most stable one: model x, least stable one: model z.

=====

Model w:
2 unconnected molecules or ions with the total composition C4H11NO, computed with ωB97M-V with the def2-TZVPD basis set.

Geometry (Å):
C -1.398 -0.095 1.427
C 0.152 -0.640 1.105
C 0.280 -0.611 -0.436
C -0.263 -1.753 -0.973
N 1.164 0.244 -0.956
H -1.963 -0.693 0.843
H -1.398 0.918 1.131
H -1.756 -0.387 2.470
H 0.267 -1.722 1.406
H 0.995 -0.159 1.740
H -0.868 -2.276 -0.265
H 0.104 -2.173 -1.958
H 1.332 0.104 -1.921
H 2.089 0.514 -0.565
H 0.391 3.543 -0.511
H 0.598 2.140 -1.182
O 0.274 3.044 -1.354

As for the net charge: +1. As for the LUMO energy (spin up / spin down): -4.5 / -7.9 eV. Its expectation value of S² is 0.7591. The calculation puts the HOMO energy (spin up / spin down) at -14.797 / -14.786 eV. As for the spin multiplicity: 2. The calculation puts the frontier orbital gap (spin up / spin down) at 10.28 / 6.92 eV.

=====

Model x:
A gas-phase ion, C4H11NO (charge +1), computed with ωB97M-V with the def2-TZVPD basis set.

Geometry (Å):
C 0.501 -1.540 0.388
N 0.565 -0.150 -0.106
C 1.860 0.488 0.210
C -0.579 0.678 0.369
C -1.825 0.493 -0.464
O -1.581 0.773 -1.821
H 1.509 -1.932 0.454
H -0.126 -1.576 1.274
H 0.002 -2.166 -0.357
H 1.715 1.549 0.383
H 2.506 0.355 -0.659
H 2.302 0.042 1.101
H -0.281 1.725 0.407
H -0.668 0.551 1.434
H -2.604 1.130 -0.056
H -2.291 -0.497 -0.387
H -1.004 0.078 -2.170

As for the net charge: +1. As for the LUMO energy (spin up / spin down): -3.0 / -8.1 eV. Its expectation value of S² is 0.7539. The calculation puts the HOMO energy (spin up / spin down) at -14.986 / -14.981 eV. As for the spin multiplicity: 2. The calculation puts the frontier orbital gap (spin up / spin down) at 11.97 / 6.92 eV.

=====

Most stable one: model x, least stable one: model w.

=====

Model w:
2 unconnected molecules or ions with the total composition CH6NPS, computed with ωB97M-V with the def2-TZVPD basis set.

Geometry (Å):
C -0.143 -0.487 1.365
N 1.220 -0.833 -0.634
P -1.705 -1.302 -1.290
S -0.289 -0.075 -0.254
H -0.932 -0.120 2.043
H 0.919 -0.582 1.663
H 1.043 -1.642 -1.408
H 1.906 -0.193 -0.991
H -1.166 -2.258 -0.468
H -0.699 1.910 -1.401

As for the net charge: 0. As for the LUMO energy (spin up / spin down): -0.7 / -1.1 eV. The calculation puts the HOMO energy (spin up / spin down) at -7.633 / -7.619 eV. As for the spin multiplicity: 1. The calculation puts the frontier orbital gap (spin up / spin down) at 6.96 / 6.53 eV.

=====

Model x:
2 unconnected molecules or ions with the total composition CH6NPS, computed with ωB97M-V with the def2-TZVPD basis set.

Geometry (Å):
C 0.986 -0.803 0.068
N -0.345 0.978 1.685
P -0.431 0.337 0.285
S -0.523 1.641 -1.378
H 1.938 -0.280 -0.013
H 0.979 -1.435 0.952
H 0.800 -1.415 -0.812
H -0.881 1.806 1.888
H -1.788 -1.491 -0.428
H -0.736 0.662 -2.247

As for the net charge: 0. As for the LUMO energy (spin up / spin down): -0.8 / -0.7 eV. The calculation puts the HOMO energy (spin up / spin down) at -8.997 / -8.377 eV. As for the spin multiplicity: 1. The calculation puts the frontier orbital gap (spin up / spin down) at 8.17 / 7.63 eV.

=====

Model y:
2 unconnected molecules or ions with the total composition CH6NPS, computed with ωB97M-V with the def2-TZVPD basis set.

Geometry (Å):
C -1.403 -0.766 -0.623
N 2.820 -0.262 0.544
P 1.212 0.283 0.230
S 0.195 -1.180 -0.648
H -2.040 -1.268 -1.376
H -1.728 0.301 -0.421
H 3.858 -0.254 -2.868
H 3.118 0.068 1.464
H 2.953 -1.337 0.445
H 3.959 0.021 -2.172

As for the net charge: 0. As for the LUMO energy (spin up / spin down): -0.2 / 0.0 eV. The calculation puts the HOMO energy (spin up / spin down) at -7.543 / -7.114 eV. As for the spin multiplicity: 1. The calculation puts the frontier orbital gap (spin up / spin down) at 7.39 / 7.10 eV.

=====

Most stable one: model x, least stable one: model w.